C26H55NO10 | wB97M-V/def2-TZVPD

Atoms and positions in Å:
C (-2.55152, -4.80396, 2.53995)
C (-2.73529, -3.98230, 1.51252)
C (-3.18495, -3.29774, 0.09815)
C (-3.97716, -1.89680, 0.34055)
N (-3.49664, -1.28177, 1.62265)
O (-2.03614, -2.99441, -0.75608)
C (-1.82043, -4.20688, -1.53778)
O (-0.72853, -4.07096, -2.51502)
C (-0.51133, -5.40648, -3.00144)
O (0.05232, -6.29189, -2.24750)
C (-0.91012, -5.92564, -4.48698)
C (0.33264, -6.27231, -5.43506)
C (0.07884, -6.82730, -6.89409)
C (-1.42396, -7.03773, -7.37197)
C (-2.64692, -6.67666, -6.42897)
C (-2.42015, -6.11360, -4.96203)
H (-2.70065, -5.60807, 3.36384)
H (-3.94665, -3.99452, -0.45045)
H (-5.11245, -2.11769, 0.39831)
H (-3.76490, -1.22803, -0.58739)
H (-3.69561, -0.25727, 1.52103)
H (-4.13584, -1.61647, 2.37659)
H (-2.75674, -4.52184, -2.16190)
H (-1.61985, -5.05357, -0.76075)
H (1.42514, -6.11817, -5.06373)
H (1.00451, -7.07262, -7.53333)
H (-1.62648, -7.45453, -8.42696)
H (-3.73312, -6.83034, -6.77205)
H (-3.27489, -5.85135, -4.23953)
C (-2.74793, 1.38039, 4.88689)
C (-1.91347, 0.37501, 5.65456)
O (-2.46684, -0.92753, 5.51512)
H (-3.77937, 1.38096, 5.25104)
H (-2.33682, 2.38804, 4.98909)
H (-2.78495, 1.12130, 3.82430)
H (-1.89699, 0.62504, 6.71823)
H (-0.88245, 0.35991, 5.28750)
H (-2.46940, -1.14430, 4.57088)
C (-0.96221, -0.66164, -2.54043)
C (-0.80744, 0.23480, -3.75277)
O (-1.09127, 1.58188, -3.39893)
H (-1.97719, -0.59404, -2.13944)
H (-0.75231, -1.70263, -2.79543)
H (-0.28267, -0.35117, -1.74109)
H (-1.50252, -0.06339, -4.54170)
H (0.21063, 0.18182, -4.15200)
H (-0.46471, 1.83940, -2.70495)
C (0.58601, 5.59357, -0.98157)
C (0.79741, 4.12420, -1.28517)
O (-0.43851, 3.42469, -1.19351)
H (0.16586, 5.72226, 0.01987)
H (1.52786, 6.14405, -1.04232)
H (-0.12643, 6.03546, -1.68533)
H (1.49192, 3.68154, -0.56747)
H (1.20669, 3.98711, -2.29141)
H (-1.04558, 3.81762, -1.83819)
C (3.72610, -3.77261, -2.41623)
C (3.20469, -3.84145, -0.99462)
O (1.78785, -3.74192, -0.98845)
H (3.42386, -2.83479, -2.89093)
H (4.81686, -3.84285, -2.43598)
H (3.31001, -4.58458, -3.02064)
H (3.60524, -3.01670, -0.40008)
H (3.49333, -4.78337, -0.51710)
H (1.44065, -4.48096, -1.50979)
C (4.00503, 9.42342, -1.62488)
C (2.80115, 8.50297, -1.60892)
O (2.61563, 7.96209, -0.30679)
H (4.90597, 8.88224, -1.32275)
H (4.16267, 9.84258, -2.62188)
H (3.87338, 10.24510, -0.91436)
H (2.94601, 7.67209, -2.30373)
H (1.89317, 9.04126, -1.89879)
H (2.47942, 8.70357, 0.30051)
C (2.68326, 2.34949, 1.85091)
C (1.27990, 1.99731, 2.30156)
O (1.20764, 1.98187, 3.72114)
H (3.40551, 1.62827, 2.24364)
H (2.75037, 2.35815, 0.76010)
H (2.97729, 3.33309, 2.23000)
H (1.00021, 1.00562, 1.93803)
H (0.55316, 2.72224, 1.92128)
H (1.44703, 2.86615, 4.03802)
C (0.69045, 1.91227, 8.00145)
C (1.48766, 2.17759, 6.74103)
O (1.65917, 3.57840, 6.55595)
H (-0.28888, 2.39595, 7.94418)
H (0.54680, 0.83933, 8.15222)
H (1.19941, 2.32613, 8.87761)
H (0.96369, 1.78196, 5.86885)
H (2.47441, 1.70687, 6.79433)
H (2.13146, 3.91973, 7.32881)

## Properties
- SMILES = C#C[C@@H](CN)OCOC(=O)c1ccccc1.CCO.CCO.CCO.CCO.CCO.CCO.CCO
- total charge = 0
- Kohn-Sham gap (eV) = 8.937

***

C26H56BeCl5N3O7 | wB97M-V/def2-TZVPD

Atoms and positions in Å:
Be (-2.12371, 2.07074, -3.83163)
C (4.47026, -0.40368, -0.51789)
C (4.61037, 0.85814, -1.33375)
C (5.92827, 1.06059, -2.04347)
O (5.83455, 2.16977, -2.92587)
C (7.04493, 2.46166, -3.55059)
N (3.43079, 1.15030, -2.30742)
H (3.70491, 1.82053, -3.02387)
H (3.18648, 0.28194, -2.77950)
H (2.56705, 1.43247, -1.84403)
H (5.32912, -0.37431, 0.15437)
H (4.59034, -1.33986, -1.06534)
H (3.53862, -0.45965, 0.04214)
H (4.61646, 1.75706, -0.71182)
H (5.98847, 0.14712, -2.64949)
H (6.79880, 1.08832, -1.38826)
H (7.83064, 2.54244, -2.79664)
H (6.96215, 3.38715, -4.11864)
H (7.32356, 1.71336, -4.29801)
Cl (-0.54617, 2.05541, -0.68685)
O (-1.02155, 0.93957, -1.43736)
O (-1.19169, 3.25727, -1.17478)
O (-0.82706, 1.82022, 0.71239)
O (0.88346, 2.14716, -1.01098)
C (4.01183, -1.70277, 4.22643)
C (2.55716, -1.31953, 4.65397)
C (2.68691, -1.11592, 6.16768)
C (1.49091, -0.39744, 6.80629)
C (1.18688, 0.85086, 5.94715)
C (1.02057, 0.68587, 4.42809)
N (2.14013, -0.11993, 3.91498)
O (2.31441, -0.22547, 2.51136)
C (-0.42513, 0.26867, 4.15034)
C (1.23438, 2.10475, 3.87574)
C (1.63048, -2.52705, 4.48644)
H (4.44587, -2.46934, 4.86481)
H (4.68230, -0.84466, 4.18459)
H (3.98711, -2.12506, 3.21844)
H (2.68081, -2.06491, 6.70450)
H (3.64513, -0.65544, 6.40992)
H (1.75314, -0.08931, 7.81722)
H (0.64528, -1.08198, 6.87393)
H (1.92071, 1.62461, 6.18476)
H (0.32191, 1.34330, 6.39630)
H (-0.76043, -0.64337, 4.64293)
H (-1.14008, 1.08794, 4.14820)
H (-0.52931, -0.08062, 3.11686)
H (0.45400, 2.76377, 4.25054)
H (2.18932, 2.42366, 4.29128)
H (1.25088, 2.11791, 2.78560)
H (2.05577, -3.43916, 4.90298)
H (1.41905, -2.80505, 3.45142)
H (0.64767, -2.40887, 4.94269)
C (-3.52844, -1.88656, -1.91022)
C (-3.18286, -2.55037, -3.26943)
C (-4.19773, -3.67630, -3.46110)
C (-5.58463, -3.29992, -3.94673)
C (-5.48253, -2.52266, -5.24963)
C (-4.46744, -1.36943, -5.15842)
N (-3.21535, -1.66267, -4.44075)
O (-2.24938, -0.73382, -4.49387)
C (-4.20454, -0.81218, -6.58364)
C (-5.10912, -0.14417, -4.44481)
C (-1.79956, -3.23162, -3.14480)
H (-2.88318, -1.01082, -1.80153)
H (-3.20850, -2.62890, -1.18124)
H (-4.54305, -1.52034, -1.76610)
H (-3.85285, -4.42682, -4.18082)
H (-4.28758, -4.32706, -2.58914)
H (-6.04748, -2.68015, -3.17323)
H (-6.22627, -4.18003, -3.97167)
H (-6.47736, -2.07439, -5.28710)
H (-5.42108, -3.18613, -6.11196)
H (-3.77508, -1.68614, -7.07417)
H (-5.14710, -0.54409, -7.06231)
H (-3.66556, 0.13020, -6.65907)
H (-5.32554, -0.38504, -3.40645)
H (-4.40495, 0.69153, -4.49870)
H (-5.87026, 0.29941, -5.08566)
H (-1.41171, -3.57833, -4.10111)
H (-1.84863, -4.07737, -2.46062)
H (-1.14751, -2.46538, -2.72291)
Cl (0.56686, 7.41347, 1.49792)
C (0.93066, 5.89530, 0.68043)
C (1.32109, 4.79853, 1.67139)
Cl (2.67909, 5.14190, 2.81198)
H (1.72085, 6.01168, -0.05734)
H (-0.01887, 5.49102, 0.33051)
H (1.47983, 3.80404, 1.25634)
H (0.45705, 4.64731, 2.32017)
Cl (-5.74260, -0.51477, 1.34762)
C (-4.09668, 0.06530, 1.49405)
C (-3.02313, -1.04536, 1.59260)
Cl (-3.13071, -1.90707, 3.12422)
H (-3.94807, 0.65710, 2.39828)
H (-3.83352, 0.75294, 0.69041)
H (-2.01451, -0.64588, 1.50812)
H (-3.22878, -1.76506, 0.80236)

## Properties
- multiplicity = 3
- ⟨S²⟩ = 2.85
- total charge = +2
- Kohn-Sham gap (alpha / beta) (eV) = 5.009 / 4.443
- ΔE to the lowest compared entry with this formula, charge and spin (kJ/mol) = 0.0

***

Let's list maximum force in order: 7.2, 4.5 eV Å⁻¹.